# 1
The following is a quantum chemistry calculation of a single C32H32ClN5O4 molecule, from the Open Molecules 2025 dataset.

Results
- Largest force on an atom: 1.1 eV/Å
- HOMO: -8.05 eV
- Energy above the lowest of the compared OMol25 structures with the same formula, charge and spin: 0.00 kcal/mol
- Frontier orbital gap: 8.400 eV
- E_LUMO: 0.4 eV
- E: -2273.6068 a.u.

Last column: natural (NBO) charge in e.
CARTESIAN COORDINATES (ANGSTROEM)
O: 3.41264 0.73303 1.54129  -0.6049
C: 3.91437 1.17797 0.52919  0.6703
N: 3.49076 0.88708 -0.73151  -0.6303
C: 2.40378 0.08815 -1.10815  0.2013
C: 1.35497 -0.17700 -0.24261  -0.2316
C: 0.26484 -0.93259 -0.66254  -0.0778
C: 0.21831 -1.37664 -1.97965  -0.1216
C: 1.26007 -1.11241 -2.84731  -0.2613
C: 2.37691 -0.39967 -2.42776  0.1189
N: 3.46748 -0.08760 -3.27291  -0.4719
C: 3.20376 -0.05961 -4.70121  -0.2479
H: 2.29551 0.51635 -4.88444  0.2188
C: 4.39475 0.61130 -5.38929  -0.0712
H: 4.26153 0.61749 -6.47188  0.1981
O: 5.58948 -0.09371 -5.14260  -0.5186
C: 5.84385 -0.17061 -3.76134  -0.0734
H: 6.76356 -0.74711 -3.64853  0.2002
C: 4.68765 -0.84508 -3.01867  -0.2502
H: 4.89046 -0.87984 -1.94721  0.2154
H: 4.58751 -1.87963 -3.38633  0.1847
H: 5.99864 0.84542 -3.36273  0.1547
H: 4.48927 1.64667 -5.02699  0.1660
H: 3.08735 -1.07152 -5.12111  0.1766
H: 1.20633 -1.47913 -3.86050  0.2168
H: -0.63833 -1.93979 -2.31434  0.2165
C: -0.86091 -1.20738 0.24040  0.1696
N: -2.03794 -1.06509 -0.28184  -0.1909
N: -3.12772 -1.25829 0.44443  -0.2147
C: -3.16467 -1.56858 1.78617  0.6246
O: -4.23792 -1.68191 2.36027  -0.6464
C: -1.85199 -1.78124 2.38685  -0.0584
C: -1.76460 -2.16337 3.72692  -0.1716
C: -0.53594 -2.40311 4.29635  -0.2060
C: 0.61987 -2.28473 3.52621  -0.1844
C: 0.55181 -1.90370 2.20571  -0.1849
C: -0.68593 -1.61637 1.61493  -0.0763
H: 1.45499 -1.83193 1.62148  0.2333
H: 1.58172 -2.49452 3.97011  0.2193
H: -0.46445 -2.69558 5.33332  0.2175
H: -2.68205 -2.26797 4.28605  0.2366
C: -4.39389 -0.96801 -0.19250  -0.3096
H: -5.04142 -1.83568 -0.06865  0.2204
H: -4.19658 -0.76753 -1.24634  0.2482
C: -4.96229 0.29270 0.48690  0.6921
O: -4.19712 1.17093 0.83494  -0.6335
N: -6.29845 0.39310 0.63316  -0.4374
C: -7.27886 -0.64121 0.38936  -0.2068
H: -6.93782 -1.33195 -0.38016  0.2051
C: -7.59579 -1.36335 1.70084  -0.4247
C: -8.13799 -0.35120 2.70764  -0.3953
C: -7.13291 0.78486 2.88409  -0.4120
C: -6.80549 1.41708 1.53094  -0.2230
H: -6.03573 2.18214 1.63600  0.2470
H: -7.70070 1.86164 1.08434  0.1846
H: -7.52641 1.54536 3.55988  0.2084
H: -6.21030 0.38526 3.30850  0.2188
H: -8.32128 -0.83870 3.66626  0.2113
H: -9.08884 0.05162 2.34694  0.1879
H: -8.32117 -2.15895 1.52401  0.2050
H: -6.67560 -1.80188 2.09118  0.2341
H: -8.18358 -0.14889 0.01267  0.1934
H: 1.37695 0.24428 0.74822  0.2538
H: 3.98368 1.29001 -1.51771  0.4171
C: 5.07660 2.11837 0.57783  -0.1545
C: 5.13590 3.01551 1.64091  -0.1540
C: 6.18548 3.90544 1.75759  -0.2316
C: 7.19898 3.88512 0.81098  -0.0157
C: 7.17254 2.97863 -0.23817  -0.2532
C: 6.11067 2.10044 -0.35274  -0.1387
H: 6.11738 1.37729 -1.15535  0.2011
H: 7.97890 2.96005 -0.95454  0.2297
Cl: 8.51802 4.99045 0.94571  0.0154
H: 6.22432 4.60668 2.57602  0.2319
H: 4.34306 3.00264 2.37302  0.2399



# 2
The following is a quantum chemistry calculation of 4 unconnected molecules or ions with the total composition C29H47NO15P2S, from the Open Molecules 2025 dataset.

Results
- Largest force on an atom: 3.7 eV/Å
- HOMO: -7.74 eV
- Frontier orbital gap: 8.129 eV
- E_LUMO: 0.4 eV
- E: -3397.3380 a.u.

Last column: Löwdin charge in e.
CARTESIAN COORDINATES (ANGSTROEM)
C: 0.06968 4.91793 4.29235  0.1123
C: -0.08774 4.17009 3.35899  -0.1129
C: -0.19434 3.21569 2.10760  -0.4091
P: -1.90857 3.63530 1.43559  0.3361
O: -2.65590 4.68581 2.53178  -0.2509
O: -1.87508 4.45993 -0.01786  -0.2232
S: -3.09747 2.12947 1.23964  0.3147
N: 0.84379 3.84610 1.21878  0.0463
C: 1.29703 2.82914 0.26385  -0.4380
O: 1.65975 2.91977 -0.87821  0.0994
C: 1.28244 1.43471 1.08429  -0.3959
C: 2.83646 1.29975 1.46626  -0.1791
C: 3.28718 -0.18888 1.81180  -0.1700
C: 4.24289 -0.27963 3.08368  -0.0777
C: 5.74016 -0.10357 2.57333  -0.4265
O: 6.25848 -1.07421 2.07307  0.1214
O: 6.48204 1.08426 2.70403  -0.0474
C: 5.99835 2.12961 1.83714  -0.2414
C: 7.08538 3.22565 1.48367  -0.0642
P: 0.72443 0.23606 -0.30332  1.0552
C: 2.18846 -0.28354 -1.36548  -0.3995
C: 2.00219 0.05534 -2.90886  -0.1507
C: 0.04238 -1.36409 0.40014  -0.4149
C: -0.40282 -2.32196 -0.82290  -0.1387
C: 0.23345 1.69775 2.28053  -0.2159
C: 0.55708 1.12463 3.72284  -0.1117
C: -0.35598 -0.14869 4.11565  -0.1249
C: 0.41638 -1.52753 3.94714  -0.2027
O: 0.20859 -2.42229 5.07869  -0.2191
C: -0.34408 -3.67570 4.63702  -0.1296
H: 0.05766 5.58450 5.18187  0.0634
H: -2.48906 5.61296 2.26491  0.0781
H: -0.99057 4.84789 -0.19415  0.0729
H: 1.71765 4.00664 1.75079  0.1394
H: 2.98331 1.94823 2.39363  0.1108
H: 3.41130 1.74195 0.59438  0.1018
H: 2.36905 -0.82477 1.93299  0.0792
H: 3.84954 -0.57131 0.90204  0.1178
H: 4.17563 -1.35115 3.44835  0.1290
H: 3.96393 0.44447 3.89781  0.1151
H: 5.56661 1.74447 0.86497  0.1203
H: 5.14053 2.64970 2.37366  0.1140
H: 6.92501 4.18321 2.05195  0.0753
H: 8.10380 2.79952 1.71361  0.0864
H: 7.01326 3.41852 0.37358  0.0792
H: 2.34263 -1.40301 -1.29168  0.0553
H: 3.16359 0.18657 -1.04142  0.0739
H: 0.93623 -0.11190 -3.22882  0.0645
H: 2.72600 -0.60457 -3.48329  0.0654
H: 2.34438 1.11543 -3.08353  0.0676
H: -0.86751 -1.21985 1.05521  0.0674
H: 0.77550 -1.97491 1.00497  0.0557
H: 0.11097 -3.33116 -0.76130  0.0794
H: -0.18086 -1.79746 -1.79661  0.0513
H: -1.51016 -2.55316 -0.79253  0.0599
H: -0.61163 1.01210 1.94471  0.0636
H: 1.62465 0.74306 3.81568  0.0922
H: 0.42052 1.85909 4.56336  0.1062
H: -1.35731 -0.12984 3.59224  0.1113
H: -0.59104 -0.04102 5.22338  0.1186
H: -0.05344 -2.05015 3.05669  0.0877
H: 1.53296 -1.41021 3.84566  0.1119
H: 0.16820 -4.07800 3.71013  0.0926
H: -0.20764 -4.45632 5.44346  0.0925
H: -1.46063 -3.60594 4.43419  0.0981
C: 3.20450 -4.27743 -5.15155  -0.1290
C: 4.68306 -4.05377 -5.00792  -0.1304
O: 4.77101 -3.25722 -3.83163  0.0633
C: 3.64954 -3.49440 -3.09890  -0.5490
O: 3.48341 -3.11521 -1.98086  0.1436
O: 2.74277 -4.22005 -3.80633  0.0663
H: 2.96911 -5.24126 -5.60229  0.1349
H: 2.71491 -3.48746 -5.72715  0.1358
H: 5.23399 -4.98423 -4.84687  0.1347
H: 5.11190 -3.53240 -5.86346  0.1346
C: -5.59334 -0.49647 -1.88545  -0.1410
C: -4.24279 -0.62187 -1.24447  -0.1356
O: -3.70782 -1.79453 -1.85505  0.0383
C: -4.34587 -1.95423 -3.04694  -0.5527
O: -4.02236 -2.74212 -3.88316  0.1503
O: -5.39885 -1.10044 -3.16166  0.0656
H: -5.90855 0.53379 -1.98827  0.1039
H: -6.36579 -1.05240 -1.34570  0.1402
H: -3.59050 0.22511 -1.47286  0.1242
H: -4.30302 -0.73967 -0.16240  0.1247
C: -9.55160 -0.25481 -5.21992  -0.1276
C: -10.38904 0.01601 -4.00261  -0.1305
O: -9.41523 0.30243 -3.00501  0.0678
C: -8.29284 0.72600 -3.64705  -0.5286
O: -7.34559 1.20284 -3.10175  0.1421
O: -8.39078 0.53560 -4.98879  0.0746
H: -10.04732 0.04372 -6.14336  0.1345
H: -9.25455 -1.30376 -5.29964  0.1369
H: -11.03691 0.88808 -4.12510  0.1344
H: -10.99913 -0.84031 -3.71598  0.1345



# 3
The following is a quantum chemistry calculation of a molecular structure, C33H53AsMoN2O4S6SeSi, from the Open Molecules 2025 dataset.

Results
- Largest force on an atom: 0.2 eV/Å
- HOMO: -7.41 eV
- Energy above the lowest of the compared OMol25 structures with the same formula, charge and spin: 1.36 kcal/mol
- Frontier orbital gap: 5.230 eV
- E_LUMO: -2.2 eV
- E: -9084.1368 a.u.

Last column: Löwdin charge in e.
CARTESIAN COORDINATES (ANGSTROEM)
Mo: -0.75025 1.16305 1.71148  0.5925
S: 0.52442 2.67612 0.38865  0.5404
C: -0.56605 3.73044 -0.48050  -0.6639
C: -0.08734 4.55660 -1.49645  -0.0984
C: -0.96569 5.38825 -2.16596  -0.0794
C: -2.31840 5.40322 -1.82825  -0.0838
C: -2.79778 4.58228 -0.82428  -0.1084
C: -1.91441 3.73585 -0.15684  -0.6754
S: -2.46078 2.67750 1.12071  0.6537
H: 0.96344 4.52597 -1.75679  0.1047
H: -0.59956 6.02732 -2.95844  0.1049
H: -3.00082 6.05554 -2.35677  0.1037
H: -3.84765 4.58386 -0.56054  0.1062
S: 3.08056 0.45022 4.52983  0.0866
As: 1.82412 -0.65394 3.39640  -0.1841
S: -0.76714 1.43030 3.77418  0.1746
S: 1.44208 0.24878 1.42263  0.1172
S: 0.91684 -2.41714 3.79959  0.1005
C: 6.34244 4.10516 1.85809  -0.1097
C: 5.00581 4.15273 1.12412  -0.2519
C: 4.38522 2.77870 0.89426  -0.1994
C: 5.18167 1.92440 -0.08381  -0.1607
N: 4.57810 0.61123 -0.24052  -0.0256
C: 3.62828 0.28505 -1.15740  -0.7315
Se: 2.96215 1.37764 -2.46269  0.6452
N: 3.25045 -0.99929 -0.89568  -0.0465
C: 2.16931 -1.72684 -1.54044  -0.1741
C: 2.67310 -2.83498 -2.45711  -0.1779
C: 3.30430 -2.31815 -3.74807  -0.2587
C: 2.27713 -1.75432 -4.72298  -0.1160
C: 3.91760 -1.46446 0.22680  -0.2077
C: 3.80892 -2.64828 0.93890  -0.0251
C: 4.59672 -2.77518 2.07683  -0.1003
C: 5.45785 -1.75536 2.48227  -0.1007
C: 5.55350 -0.56463 1.77478  -0.0162
C: 4.76395 -0.43880 0.64427  -0.1747
H: 6.71040 5.10919 2.07161  0.0690
H: 7.11323 3.59688 1.27581  0.0640
H: 6.24159 3.57868 2.81024  0.0742
H: 5.12620 4.66065 0.16196  0.1108
H: 4.30231 4.75683 1.70121  0.1075
H: 3.37634 2.88590 0.49135  0.0570
H: 4.28921 2.24848 1.84881  0.1003
H: 6.20887 1.77017 0.24972  0.1192
H: 5.20619 2.38926 -1.06928  0.0915
H: 1.58285 -0.99084 -2.08961  0.0611
H: 1.54296 -2.13270 -0.74376  0.0917
H: 1.82482 -3.48429 -2.69797  0.1157
H: 3.38937 -3.45006 -1.90447  0.1073
H: 3.85063 -3.13568 -4.22456  0.1050
H: 4.04270 -1.54700 -3.50902  0.0931
H: 1.53574 -2.51244 -4.98877  0.0720
H: 2.75546 -1.41610 -5.64268  0.0726
H: 1.75842 -0.89335 -4.29840  0.0327
H: 3.13170 -3.43496 0.63372  0.1138
H: 4.53070 -3.67918 2.66706  0.1067
H: 6.04616 -1.88565 3.38038  0.1067
H: 6.19400 0.23921 2.11174  0.1146
C: -2.49398 -1.16126 -3.47847  -0.0208
C: -2.58270 -0.29371 -2.23262  -0.6129
C: -3.84727 0.55230 -2.23941  -0.0175
C: -1.34821 0.58095 -2.09916  -0.0164
O: -2.62371 -1.21945 -1.12750  -0.0799
Si: -2.92024 -1.17395 0.45258  0.0650
O: -1.72113 -0.30105 1.25030  -0.4672
O: -4.32392 -0.44591 0.76250  -0.0923
C: -5.17053 -0.43354 1.93054  -0.6261
C: -5.95734 -1.73648 1.96321  -0.0205
C: -6.09443 0.75984 1.74759  -0.0241
C: -4.32581 -0.27447 3.18722  -0.0332
O: -2.88221 -2.66570 1.06684  -0.0816
C: -2.03754 -3.79620 0.75708  -0.6164
C: -1.96087 -4.61484 2.03523  -0.0234
C: -2.70930 -4.57669 -0.36344  -0.0169
C: -0.65183 -3.32421 0.33341  -0.0495
H: -2.46554 -0.53812 -4.37318  0.0909
H: -3.35766 -1.82452 -3.53991  0.0897
H: -1.58759 -1.76880 -3.45110  0.0845
H: -3.83631 1.22093 -3.10197  0.0951
H: -3.91385 1.15592 -1.33232  0.0704
H: -4.73309 -0.08165 -2.29567  0.0953
H: -1.20689 1.19111 -2.99277  0.1059
H: -0.45210 -0.02535 -1.95824  0.0757
H: -1.45016 1.25960 -1.25305  0.0288
H: -6.52145 -1.85436 1.03708  0.0929
H: -6.65831 -1.73424 2.79947  0.0908
H: -5.28235 -2.58547 2.07193  0.0785
H: -6.66869 0.65135 0.82689  0.0903
H: -5.51144 1.68002 1.68802  0.0706
H: -6.78824 0.83702 2.58598  0.0908
H: -3.61600 -1.09858 3.29011  0.0873
H: -4.96732 -0.26622 4.06953  0.0965
H: -3.77237 0.66563 3.16098  0.0484
H: -2.96163 -4.91097 2.35196  0.0889
H: -1.50189 -4.02536 2.82942  0.0553
H: -1.36390 -5.51446 1.87702  0.0919
H: -3.70889 -4.88755 -0.05732  0.0912
H: -2.12809 -5.46659 -0.61145  0.0911
H: -2.79356 -3.95379 -1.25510  0.0809
H: -0.19910 -2.70864 1.11352  0.0342
H: -0.71330 -2.74970 -0.59244  0.0730
H: -0.00540 -4.18764 0.15928  0.0982



# 4
The following is a quantum chemistry calculation of 2 unconnected molecules or ions with the total composition C3H3BrCl2O, from the Open Molecules 2025 dataset.

Results
- Largest force on an atom: 2.7 eV/Å
- HOMO (alpha / beta): -8.65 / -9.05 eV
- Energy above the lowest of the compared OMol25 structures with the same formula, charge and spin: 138.30 kcal/mol
- Frontier orbital gap (alpha / beta): 7.204 / 8.244 eV
- E_LUMO (alpha / beta): -1.4 / -0.8 eV
- E: -3685.5222 a.u.

Last column: natural (NBO) charge in e.
CARTESIAN COORDINATES (ANGSTROEM)
C: -0.63305 -1.25772 2.08361  -0.0316
C: -1.45459 -0.66245 1.23785  -0.2810
C: 1.28398 0.98303 -1.42714  -0.3130
O: 0.56763 0.35815 -0.45175  -0.3107
Cl: -0.19099 -2.74083 2.67097  0.1274
Cl: -1.60968 -0.98739 -0.40856  0.1064
Br: -2.33013 0.89353 1.82746  0.1144
H: 2.28226 0.71821 -1.70985  0.1882
H: 1.25470 2.03218 -1.37104  0.1698
H: 0.82987 0.66330 -2.45155  0.2301